(1)
This record from the Open Molecules 2025 dataset describes a cluster of 5 separate species, C18H48N2O7 in total. The level of theory is ωB97M-V/def2-TZVPD.

Atoms and positions in Å:
1 C -0.2558 3.7837 4.7222
2 O 0.6545 2.9458 4.0047
3 C 0.0838 1.6958 3.5761
4 C 1.1543 0.9045 2.7821
5 N 1.5223 1.3301 1.4288
6 C 2.1653 2.7014 1.4293
7 C 2.8164 2.9595 0.0481
8 O 3.9126 2.1347 -0.3147
9 C 4.6537 2.3429 -1.5569
10 H 0.3148 4.5777 5.2039
11 H -0.6967 3.1934 5.5255
12 H -1.0423 4.2238 4.1091
13 H -0.7887 1.7976 2.9307
14 H -0.0596 1.0320 4.4288
15 H 0.8461 -0.1297 2.6287
16 H 2.0420 0.6330 3.3534
17 H 1.9624 0.6295 0.8495
18 H 2.8265 2.8930 2.2743
19 H 1.4153 3.4750 1.5940
20 H 3.1617 3.9930 0.0208
21 H 2.0050 2.9436 -0.6795
22 H 5.5279 1.6934 -1.6024
23 H 4.9807 3.3819 -1.5986
24 H 4.0879 2.2230 -2.4808
25 C 4.4202 -1.8013 -3.8257
26 O 3.3008 -1.6051 -4.5861
27 C 2.9422 -2.8058 -5.2462
28 C 2.4997 -3.9568 -4.3149
29 N 1.4858 -3.5631 -3.2793
30 C 0.0915 -3.9849 -3.6684
31 C -0.8946 -3.7783 -2.4079
32 O -0.9468 -2.3998 -2.0851
33 C -1.5288 -1.4174 -2.8837
34 H 4.3435 -0.8541 -3.2919
35 H 5.3643 -1.6673 -4.3537
36 H 4.5577 -2.6653 -3.1755
37 H 3.5940 -3.1672 -6.0415
38 H 1.9846 -2.4664 -5.6409
39 H 3.3204 -4.2790 -3.6740
40 H 2.2031 -4.8965 -4.7807
41 H 1.5342 -2.5562 -3.3424
42 H 0.2081 -5.0322 -3.9474
43 H -0.2382 -3.3344 -4.4785
44 H -0.4919 -4.2752 -1.5253
45 H -1.8656 -4.2160 -2.6399
46 H -2.5041 -1.7233 -3.2623
47 H -0.9864 -1.2537 -3.8148
48 H -1.6460 -0.5150 -2.2837
49 C -3.6946 -1.6216 4.9137
50 C -3.0224 -2.7901 5.4863
51 O -3.5034 -3.1198 6.7530
52 H -3.8981 -0.9964 5.7831
53 H -4.6122 -2.0282 4.4887
54 H -3.0265 -1.1983 4.1637
55 H -1.9898 -2.4718 5.6298
56 H -3.0999 -3.6614 4.8360
57 H -2.8367 -3.5747 7.2728
58 C -3.5108 0.1865 -0.2819
59 C -3.6904 0.5084 1.1880
60 O -3.5856 1.8797 1.2537
61 H -4.1085 -0.6347 -0.6774
62 H -2.4935 -0.1222 -0.5225
63 H -3.7512 0.9990 -0.9676
64 H -3.0315 -0.0831 1.8237
65 H -4.6697 0.2280 1.5759
66 H -2.7023 2.2452 1.1650
67 C -2.1216 3.5577 -1.2569
68 C -1.0527 2.5749 -0.9952
69 O -0.9663 2.4325 0.4196
70 H -2.9649 3.5854 -0.5669
71 H -2.5293 3.5757 -2.2676
72 H -1.6044 4.4925 -1.0404
73 H -0.1591 3.0290 -1.4234
74 H -1.3669 1.6448 -1.4688
75 H -0.0457 2.2190 0.5887

## Properties
**Multiplicity**: 2
**Energy relative to the best compared isomer or geometry (same formula, charge and spin)**: 88.42 kcal per mole
**Net charge**: +1

(2)
This record from the Open Molecules 2025 dataset describes a cluster of 6 separate species, C18H48N5O7P2 in total. The level of theory is ωB97M-V/def2-TZVPD.

Atoms and positions in Å:
1 C 0.5656 -0.7616 4.0012
2 C -0.7233 0.0007 4.2920
3 O -1.5978 -0.0872 3.1833
4 C -2.5219 1.0075 3.0583
5 P -4.0373 0.9289 4.2438
6 P -4.1057 -1.3405 3.8921
7 O -5.4529 -1.9506 4.2289
8 H 0.4117 -1.8003 4.2679
9 H 0.8151 -0.6719 2.9555
10 H 1.3443 -0.3608 4.6480
11 H -1.2116 -0.4633 5.1506
12 H -0.5538 1.0388 4.5850
13 H -2.9290 0.9260 2.0544
14 H -2.0166 1.9726 3.1574
15 H -4.9709 1.0617 3.0969
16 H -5.1886 0.7816 5.1259
17 H -3.1631 0.7784 5.4238
18 H -4.0089 2.3916 4.4405
19 H -3.8111 -1.6653 2.5311
20 H -3.1007 -2.0376 4.6384
21 C 2.3683 -2.2415 0.5888
22 O 1.9210 -2.2230 1.7178
23 N 3.1139 -1.2568 0.0512
24 C 3.6212 -1.3113 -1.3079
25 C 3.4101 -0.0966 0.8724
26 H 2.1887 -3.0794 -0.1084
27 H 4.7060 -1.2610 -1.3109
28 H 3.2244 -0.4680 -1.8815
29 H 3.3103 -2.2382 -1.7858
30 H 3.9521 -0.4000 1.7690
31 H 2.4846 0.3886 1.1853
32 H 4.0149 0.6054 0.3029
33 C -4.0844 1.6395 -0.9812
34 O -3.5366 1.7261 0.0940
35 N -4.1938 0.4872 -1.6798
36 C -4.8599 0.4180 -2.9600
37 C -3.6183 -0.7178 -1.1016
38 H -4.5561 2.5037 -1.4854
39 H -5.7041 -0.2742 -2.9106
40 H -4.1657 0.0714 -3.7305
41 H -5.2310 1.4022 -3.2399
42 H -4.0763 -0.9250 -0.1339
43 H -2.5475 -0.5835 -0.9441
44 H -3.7860 -1.5583 -1.7713
45 C 6.0741 -0.3814 -3.9516
46 O 6.2696 -0.9536 -2.8940
47 N 6.1154 0.9505 -4.1170
48 C 5.8590 1.5863 -5.3951
49 C 6.4227 1.7876 -2.9689
50 H 5.8303 -0.9257 -4.8805
51 H 6.7322 2.1620 -5.7073
52 H 5.0100 2.2624 -5.3017
53 H 5.6404 0.8357 -6.1530
54 H 7.4050 1.5301 -2.5710
55 H 5.6852 1.6281 -2.1817
56 H 6.4099 2.8319 -3.2707
57 C 4.3203 5.7033 -5.1894
58 O 4.9050 4.6745 -4.9035
59 N 3.0927 5.7545 -5.7348
60 C 2.4411 7.0095 -6.0528
61 C 2.4032 4.5047 -6.0091
62 H 4.7604 6.6998 -5.0163
63 H 1.5057 7.0985 -5.4974
64 H 2.2239 7.0601 -7.1216
65 H 3.0874 7.8428 -5.7863
66 H 2.2739 3.9381 -5.0865
67 H 2.9885 3.8987 -6.7018
68 H 1.4298 4.7137 -6.4444
69 C -4.5683 -7.1451 4.1068
70 O -4.9888 -8.2423 4.4433
71 N -4.2483 -6.1537 4.9476
72 C -3.7484 -4.8649 4.4853
73 C -4.4088 -6.3756 6.3711
74 H -4.4124 -6.8750 3.0487
75 H -2.7531 -4.6911 4.8999
76 H -4.4167 -4.0638 4.8081
77 H -3.6857 -4.8488 3.3999
78 H -3.7945 -7.2192 6.6913
79 H -5.4497 -6.6080 6.5993
80 H -4.1108 -5.4810 6.9112

## Properties
**Net charge**: -1

(3)
This record from the Open Molecules 2025 dataset describes a cluster of 6 separate species, C18H48O6 in total. The level of theory is ωB97M-V/def2-TZVPD.

Atoms and positions in Å:
1 C -0.2870 0.6376 -1.4694
2 C -0.3076 0.6420 0.0582
3 C 1.0003 0.1160 0.6948
4 O -0.4083 1.9996 0.4853
5 H 0.4643 1.1848 -2.0389
6 H -1.2603 0.8932 -1.8882
7 H -0.0341 -0.3637 -1.8180
8 H -1.1760 0.0422 0.3305
9 H 1.0710 0.1809 1.7806
10 H 1.9141 0.5458 0.2846
11 H 0.9681 -0.9610 0.5302
12 H 0.1101 2.6676 0.0308
13 C -2.5781 3.0487 3.7926
14 C -3.0374 1.6671 3.8377
15 C -1.9386 0.6336 3.3463
16 O -3.4512 1.3981 5.1398
17 H -1.7071 3.2602 4.4128
18 H -3.3682 3.7856 3.9374
19 H -2.1011 3.0791 2.8130
20 H -3.8448 1.4390 3.1420
21 H -1.5975 0.8281 2.3295
22 H -2.3861 -0.3583 3.4098
23 H -1.0163 0.6852 3.9250
24 H -4.4011 1.2689 5.1913
25 C -2.4241 -3.4797 -2.6712
26 C -3.8227 -2.9154 -2.9737
27 C -3.9200 -1.4088 -3.5283
28 O -4.5403 -3.8073 -3.8633
29 H -2.4253 -4.5547 -2.8518
30 H -2.1241 -3.1579 -1.6740
31 H -1.7403 -3.0585 -3.4082
32 H -4.3332 -2.8324 -2.0142
33 H -3.5394 -1.3672 -4.5489
34 H -3.2942 -0.7145 -2.9676
35 H -4.8907 -0.9130 -3.5306
36 H -4.8788 -3.2317 -4.5530
37 C 1.8752 -1.9064 5.9172
38 C 0.6347 -2.4294 5.2045
39 C 0.7594 -2.6432 3.6719
40 O 0.3292 -3.7163 5.6534
41 H 2.7645 -2.5293 5.8219
42 H 1.6175 -1.8030 6.9712
43 H 1.9959 -0.8725 5.5936
44 H -0.2502 -1.9044 5.5641
45 H 0.8382 -1.6485 3.2333
46 H -0.0864 -3.1951 3.2618
47 H 1.6920 -3.1786 3.4940
48 H 0.9989 -4.1502 5.1198
49 C 2.6635 -2.2401 -2.3376
50 C 4.1223 -1.9290 -2.6386
51 C 4.3448 -1.1864 -3.8600
52 O 4.4274 -1.0391 -1.6316
53 H 2.4936 -2.9570 -1.5343
54 H 2.0595 -2.6188 -3.1621
55 H 2.0354 -1.3808 -2.1024
56 H 4.6694 -2.8648 -2.5239
57 H 5.3251 -0.7100 -3.8566
58 H 3.6248 -0.3745 -3.9632
59 H 4.2099 -1.8112 -4.7429
60 H 4.5502 -1.6545 -0.9051
61 C 0.3842 5.6975 -2.6084
62 C 0.7390 4.2501 -2.3313
63 C 2.0163 3.7392 -2.9688
64 O 0.9314 3.9514 -0.9803
65 H 0.2405 5.8446 -3.6788
66 H 1.1248 6.4420 -2.3163
67 H -0.5977 5.9360 -2.1995
68 H -0.1450 3.6816 -2.6199
69 H 2.0555 3.9590 -4.0357
70 H 2.2043 2.6655 -2.9698
71 H 2.8735 4.1401 -2.4279
72 H 1.7844 3.5568 -0.7846

## Properties
**Multiplicity**: 2
**Energy relative to the best compared isomer or geometry (same formula, charge and spin)**: 38.73 kcal per mole
**Net charge**: +1

(4)
This record from the Open Molecules 2025 dataset describes a cluster of 8 separate species, C18H49N3O21S5 in total. The level of theory is ωB97M-V/def2-TZVPD.

Atoms and positions in Å:
1 C -12.8427 4.2634 1.4719
2 C -11.4429 3.9724 1.9122
3 O -10.7873 3.4354 0.7235
4 S -9.1691 3.3018 0.7433
5 C -8.6291 4.9834 0.7148
6 O -8.9171 2.6065 2.0096
7 O -8.8135 2.6263 -0.5054
8 H -13.3840 5.0166 2.0445
9 H -13.4664 3.3717 1.4085
10 H -12.9164 4.5776 0.4307
11 H -10.8770 4.8466 2.2341
12 H -11.4038 3.1942 2.6745
13 H -7.5411 4.9204 0.6939
14 H -8.9574 5.5230 1.6032
15 H -8.8524 5.5362 -0.1976
16 C 9.7664 -3.2526 -3.3162
17 C 11.1142 -3.3768 -2.6865
18 O 11.2916 -4.6568 -2.0709
19 S 12.8063 -5.1727 -1.6762
20 C 13.3257 -3.6733 -0.6852
21 O 12.6932 -6.3239 -0.7972
22 O 13.6020 -5.3012 -2.8754
23 H 9.0848 -3.0910 -2.4812
24 H 9.4988 -4.2380 -3.6977
25 H 9.5938 -2.3702 -3.9324
26 H 11.7972 -3.3739 -3.5360
27 H 11.3202 -2.5314 -2.0301
28 H 13.6764 -2.9130 -1.3831
29 H 14.1326 -3.9461 -0.0051
30 H 12.4195 -3.4178 -0.1359
31 C -8.9464 -6.3049 -4.8163
32 C -8.9716 -7.6486 -5.5313
33 O -7.9789 -7.5910 -6.5242
34 S -7.7119 -9.0039 -7.3981
35 C -9.2381 -8.9044 -8.5412
36 O -6.5760 -8.7907 -8.2543
37 O -7.7690 -10.1678 -6.4888
38 H -9.6146 -6.3597 -3.9569
39 H -9.2894 -5.4832 -5.4451
40 H -7.9290 -6.0857 -4.4926
41 H -8.7657 -8.5704 -4.9871
42 H -9.9574 -7.7103 -5.9922
43 H -9.3281 -9.9269 -8.9079
44 H -9.2705 -8.0203 -9.1780
45 H -10.2107 -8.8333 -8.0541
46 C 2.6779 -1.3995 0.4521
47 C 1.3700 -1.8978 -0.2208
48 O 0.3108 -0.9529 -0.3578
49 S -0.7033 -0.5710 0.9110
50 C -2.1765 -1.6661 0.4889
51 O -0.1500 -1.0191 2.2051
52 O -1.1518 0.8138 0.7159
53 H 2.5833 -0.7667 1.3345
54 H 3.1877 -0.8738 -0.3553
55 H 3.3171 -2.2472 0.6989
56 H 1.5537 -2.2473 -1.2368
57 H 0.9443 -2.7863 0.2453
58 H -1.9326 -2.6995 0.7350
59 H -2.4495 -1.5637 -0.5614
60 H -2.9812 -1.3189 1.1370
61 C -0.8062 8.1228 1.8870
62 C -0.8731 9.6439 1.9838
63 O 0.1203 10.1472 2.8767
64 S -0.2101 9.8274 4.4494
65 C -0.6341 11.5828 5.0382
66 O -1.4758 9.0799 4.6323
67 O 1.0319 9.4027 5.1453
68 H 0.1776 7.6586 1.8178
69 H -1.3700 7.7862 1.0170
70 H -1.3598 7.6522 2.6996
71 H -0.6357 9.9934 0.9790
72 H -1.8767 9.9092 2.3162
73 H -0.8983 11.6171 6.0952
74 H -1.4646 11.9291 4.4230
75 H 0.1992 12.2496 4.8164
76 C 9.1681 5.5054 -2.5205
77 N 8.2799 4.6272 -1.7153
78 O 7.1086 4.9567 -1.4797
79 O 8.8163 3.5232 -1.4532
80 H 8.5135 6.1049 -3.1530
81 H 9.7314 4.8451 -3.1800
82 H 9.7475 6.1592 -1.8687
83 C 8.3336 0.5544 4.7777
84 N 8.8271 -0.7549 5.3167
85 O 9.4278 -1.5290 4.5585
86 O 8.6382 -1.0233 6.4855
87 H 7.2509 0.5337 4.6540
88 H 8.7142 0.7622 3.7777
89 H 8.6707 1.3850 5.3978
90 C -0.7630 -6.2606 5.4324
91 N 0.3300 -7.0042 4.7119
92 O 0.5937 -6.8247 3.5104
93 O 0.8880 -7.8100 5.4259
94 H -0.3364 -5.7385 6.2888
95 H -1.5075 -6.9699 5.7942
96 H -1.3219 -5.5842 4.7857

## Properties
**Energy relative to the best compared isomer or geometry (same formula, charge and spin)**: 93.54 kcal per mole
**Net charge**: 0

(5)
This record from the Open Molecules 2025 dataset describes a structure of composition C18H49N3O7Ti. The level of theory is ωB97M-V/def2-TZVPD.

Atoms and positions in Å:
1 Ti 0.3283 1.9989 -2.6246
2 O 0.7774 0.6883 -1.0100
3 H 1.3626 0.0404 -0.6060
4 C -1.2225 -0.8657 3.1719
5 O -1.9509 -0.2291 2.1110
6 C -1.8951 -0.9299 0.9045
7 C -2.4364 -0.0076 -0.1517
8 N -3.6759 0.7188 0.3148
9 H -3.3745 1.3170 1.0878
10 H -3.9904 1.3590 -0.4227
11 C -4.8680 -0.0900 0.7512
12 C -5.4764 -0.7310 -0.4697
13 O -5.8440 0.3465 -1.3041
14 C -6.4681 -0.0508 -2.5176
15 H -1.6035 -1.8770 3.3497
16 H -1.4388 -0.2769 4.0569
17 H -0.1567 -0.9598 2.9503
18 H -2.4585 -1.8733 0.9289
19 H -0.8700 -1.2010 0.6115
20 H -2.6667 -0.4320 -1.1278
21 H -1.7693 0.8305 -0.3841
22 H -5.5500 0.5389 1.3184
23 H -4.4729 -0.8007 1.4783
24 H -6.3747 -1.2783 -0.1666
25 H -4.7767 -1.4017 -0.9833
26 H -5.7920 -0.5948 -3.1847
27 H -6.7190 0.8706 -3.0458
28 H -7.4141 -0.5758 -2.3783
29 C 1.8330 -3.6286 1.1801
30 O 1.4702 -3.1728 -0.1241
31 C 2.5369 -2.5746 -0.8459
32 C 2.1346 -2.4938 -2.2921
33 N 0.7928 -1.8324 -2.4613
34 H 0.7491 -0.9945 -1.8447
35 H 0.8631 -1.5770 -3.4489
36 C -0.4278 -2.6871 -2.2596
37 C -0.3046 -3.9624 -3.0497
38 O 0.2382 -3.6699 -4.3155
39 C -0.7643 -3.3893 -5.3189
40 H 0.8858 -3.9388 1.6227
41 H 2.2453 -2.8312 1.8044
42 H 2.4821 -4.5028 1.1403
43 H 3.4525 -3.1457 -0.6722
44 H 2.7082 -1.5773 -0.3969
45 H 2.0892 -3.4984 -2.7043
46 H 2.9028 -1.9543 -2.8441
47 H -1.2226 -2.0624 -2.6769
48 H -0.5582 -2.8179 -1.1912
49 H -1.2807 -4.4507 -3.1441
50 H 0.3221 -4.7089 -2.5594
51 H -0.2360 -2.9998 -6.1829
52 H -1.5341 -2.6935 -4.9753
53 H -1.2283 -4.3381 -5.5934
54 C 5.7210 4.5473 0.4189
55 O 4.4817 3.8697 0.6877
56 C 4.5924 2.4981 0.8864
57 C 3.4102 2.0171 1.6914
58 N 2.1227 2.4768 1.0604
59 H 2.1907 3.4534 0.7568
60 H 1.9530 1.9350 0.1901
61 C 0.8827 2.2912 1.9011
62 C 0.7039 3.3776 2.9377
63 O 1.6970 3.2797 3.8923
64 C 1.6405 4.3482 4.8542
65 H 6.0246 4.3651 -0.6140
66 H 6.5296 4.2515 1.0874
67 H 5.4875 5.5971 0.5623
68 H 5.4640 2.1903 1.4778
69 H 4.6156 1.9942 -0.0958
70 H 3.3931 2.4678 2.6822
71 H 3.3593 0.9341 1.7784
72 H 0.8917 1.2611 2.2545
73 H 0.0896 2.3285 1.1507
74 H -0.3439 3.2934 3.2690
75 H 0.7238 4.3431 2.3974
76 H 1.8870 5.2877 4.3507
77 H 2.4511 4.1818 5.5581
78 H 0.6787 4.3793 5.3600

## Properties
**Multiplicity**: 4
**Net charge**: +3

(6)
This record from the Open Molecules 2025 dataset describes a structure of composition C18H49N4O6V. The level of theory is ωB97M-V/def2-TZVPD.

Atoms and positions in Å:
1 O 0.0595 1.1176 -0.1819
2 V -0.1212 -0.4598 -0.0053
3 C 3.9027 -0.7606 1.8930
4 C 2.4804 -0.7250 2.4328
5 O 1.5038 -0.7221 1.4520
6 H 4.5174 -1.1716 2.6939
7 H 4.1380 0.2607 1.5938
8 H 4.0772 -1.3231 0.9758
9 H 2.4027 0.1174 3.1202
10 H 2.4191 -1.5704 3.1181
11 C -0.4052 -4.7912 -0.9218
12 C -1.1723 -3.4795 -0.9121
13 C -2.6681 -3.7889 -0.7197
14 O -3.5425 -2.6314 -0.5498
15 C -4.8982 -3.0246 -0.4514
16 N -0.7888 -2.5574 0.1164
17 H -0.8873 -5.5009 -1.5942
18 H -0.5361 -5.3186 0.0230
19 H 0.6439 -4.6220 -1.1643
20 H -0.9452 -2.9989 -1.8637
21 H -2.7418 -4.4686 0.1292
22 H -3.0377 -4.2881 -1.6155
23 H -5.0558 -3.6117 0.4533
24 H -5.1655 -3.5691 -1.3570
25 H -5.4651 -2.0945 -0.4098
26 H -0.2801 -3.1151 0.7875
27 H -1.7287 -2.5049 0.4823
28 C -4.3639 1.0322 -0.7884
29 C -2.9152 0.7755 -0.1692
30 C -3.0060 0.2212 1.2736
31 O -1.6823 -0.2325 1.6369
32 C -1.6231 -0.6294 3.0275
33 N -2.2585 -0.2170 -1.0523
34 H -4.3597 1.7511 -1.6078
35 H -5.0585 1.2584 0.0206
36 H -4.8514 0.1546 -1.2131
37 H -2.3918 1.7310 -0.1338
38 H -3.7751 -0.5509 1.2542
39 H -3.3086 0.9218 2.0519
40 H -1.9723 0.1519 3.7026
41 H -0.5905 -0.7009 3.3693
42 H -2.1672 -1.5378 3.2863
43 H -2.9454 -0.9240 -1.2724
44 H -2.3123 0.2274 -1.9577
45 C 0.1850 2.6875 2.5887
46 C 1.0311 3.9403 2.7530
47 C 1.8181 4.2833 1.4921
48 O 1.0640 3.9807 0.3502
49 C 1.8240 4.1079 -0.8765
50 N 0.0939 5.0593 3.1820
51 H -0.6093 2.6364 1.8441
52 H -0.2533 2.3774 3.5373
53 H 0.8772 1.9143 2.2552
54 H 1.7096 3.6718 3.5627
55 H 2.7352 3.6968 1.5487
56 H 2.1260 5.3263 1.4173
57 H 2.7902 3.6058 -0.8267
58 H 1.9897 5.1547 -1.1315
59 H 1.2689 3.6561 -1.6985
60 H -0.5230 5.3068 2.4215
61 H 0.7057 5.8545 3.2979
62 C 2.4427 -2.2575 -1.7014
63 C 2.2466 -0.7510 -1.7246
64 C 3.1092 -0.0453 -2.8197
65 O 2.7319 1.3328 -2.7860
66 C 3.4042 2.0927 -3.8088
67 N 0.8417 -0.6574 -1.9966
68 H 3.5197 -2.4184 -1.6541
69 H 2.0183 -2.6300 -2.6337
70 H 2.0150 -2.7555 -0.8312
71 H 2.4818 -0.2558 -0.7825
72 H 2.9747 -0.4770 -3.8114
73 H 4.1612 -0.1496 -2.5542
74 H 4.4916 2.0713 -3.7375
75 H 2.9870 3.0957 -3.7200
76 H 3.2316 1.7085 -4.8142
77 H 0.7450 0.2233 -2.4815
78 H 0.6421 -1.2170 -2.8134

## Properties
**Multiplicity**: 3
**Energy relative to the best compared isomer or geometry (same formula, charge and spin)**: 0.00 kcal per mole
**Net charge**: 0

Number 1: calculated total energy -1350.2553 Ha. Number 2: calculated total energy -2197.6983 Ha. Number 3: calculated total energy -1165.5776 Ha. Number 4: calculated total energy -4449.9662 Ha. Number 5: calculated total energy -2254.5058 Ha. Number 6: calculated total energy -2329.5317 Ha.